A molecular structure, C22H42Cl3EuN2O4SSi, computed with the ωB97M-V functional and the def2-TZVPD basis.

energy above the lowest of the compared OMol25 structures with the same formula, charge and spin = 6.014 eV
electronic energy = -4052.59595 a.u.
orbital gap (alpha / beta) = 5.11 / 5.13 eV
spin multiplicity = 8
M = 717.1 g mol⁻¹
total charge = -1
HOMO energy (alpha / beta) = -3.2 / -3.3 eV
largest force on an atom = 4.41 eV/A

CARTESIAN COORDINATES (ANGSTROEM)
1 C -3.038 -0.456 -6.640
2 C -2.239 -1.487 -7.338
3 H -2.905 0.539 -7.102
4 H -2.682 -0.364 -5.595
5 H -4.119 -0.725 -6.595
6 C -2.261 -1.545 -8.700
7 C -3.064 -0.694 -9.562
8 H -1.770 -2.347 -9.220
9 H -2.958 0.360 -9.350
10 H -4.114 -0.975 -9.476
11 H -2.743 -0.887 -10.580
12 Eu -0.385 -2.000 -1.776
13 Cl -2.228 -2.962 -0.283
14 Cl -2.084 -1.260 -3.807
15 C 1.410 -4.030 -1.039
16 O 1.727 -2.862 -1.340
17 N 2.180 -5.108 -1.194
18 C 3.529 -4.886 -1.734
19 C 1.535 -6.418 -1.363
20 H 0.399 -4.232 -0.633
21 H 4.010 -4.040 -1.237
22 H 3.528 -4.713 -2.818
23 H 4.134 -5.772 -1.558
24 H 0.659 -6.415 -0.690
25 H 2.249 -7.207 -1.091
26 H 1.210 -6.536 -2.416
27 H -0.847 4.092 -2.646
28 H -0.462 1.932 -4.366
29 C 0.105 4.430 -3.065
30 C 0.454 2.616 -4.620
31 N 0.777 3.205 -3.372
32 H 0.609 5.087 -2.343
33 C 1.023 2.338 -2.292
34 O 1.224 1.140 -2.446
35 H 1.241 2.010 -5.113
36 H 0.763 2.738 -1.328
37 H -0.121 4.994 -3.964
38 H 0.027 3.373 -5.293
39 O -0.799 -2.394 -5.466
40 C -1.698 -2.636 -6.538
41 C -0.050 -3.315 -8.331
42 C -1.000 -3.702 -7.405
43 H 0.191 -2.261 -8.506
44 C 0.628 -4.300 -9.071
45 H -2.572 -3.144 -6.141
46 C -1.359 -5.036 -7.212
47 H 1.386 -4.019 -9.777
48 C 0.284 -5.621 -8.891
49 C -0.716 -5.997 -8.024
50 H -2.084 -5.213 -6.421
51 H 0.780 -6.422 -9.453
52 H -1.101 -7.014 -7.894
53 Si 1.045 -2.372 -5.442
54 Cl -2.328 1.917 -4.092
55 C 2.000 -1.893 -6.935
56 C 1.310 -4.180 -4.984
57 C 1.373 -1.146 -4.083
58 H 2.203 -2.629 -7.721
59 H 2.994 -1.678 -6.535
60 H 1.665 -0.991 -7.460
61 H 1.833 -0.194 -4.362
62 H 2.034 -1.630 -3.344
63 H 0.289 -0.989 -3.925
64 H 1.188 -4.851 -5.808
65 H 0.618 -4.487 -4.238
66 H 2.306 -4.354 -4.624
67 C 1.501 -0.358 2.437
68 S 0.140 0.210 1.378
69 C 0.701 1.903 1.250
70 O 0.307 -0.382 -0.017
71 H 1.134 -0.217 3.447
72 H 2.409 0.241 2.274
73 H 1.726 -1.428 2.278
74 H 1.173 2.159 2.193
75 H 1.398 2.022 0.415
76 H -0.198 2.514 1.100

A molecular structure, C37H31FMnP2Si, computed with the ωB97M-V functional and the def2-TZVPD basis.

electronic energy = -3651.52561 a.u.
orbital gap (alpha / beta) = 7.02 / 6.29 eV
spin multiplicity = 2
M = 639.6 g mol⁻¹
HOMO energy (alpha / beta) = -6.5 / -6.7 eV
largest force on an atom = 1.10 eV/A

CARTESIAN COORDINATES (ANGSTROEM)
1 Mn -0.534 1.439 -1.137
2 C 0.606 -0.226 3.400
3 Si 0.346 -0.493 1.571
4 C -1.198 -1.546 1.365
5 C -1.440 -2.442 2.420
6 C -2.414 -3.422 2.336
7 C -3.196 -3.518 1.190
8 C -3.007 -2.616 0.158
9 C -2.009 -1.633 0.226
10 P -1.954 -0.330 -1.081
11 C -3.710 0.229 -0.871
12 C -3.999 0.859 0.342
13 C -5.284 1.281 0.641
14 C -6.310 1.085 -0.276
15 C -6.034 0.472 -1.486
16 C -4.741 0.046 -1.785
17 C -2.005 -1.249 -2.665
18 C -2.257 -0.488 -3.814
19 C -2.329 -1.092 -5.060
20 C -2.109 -2.460 -5.181
21 C -1.793 -3.209 -4.058
22 C -1.737 -2.606 -2.804
23 C 0.506 1.180 0.770
24 C -0.456 2.181 1.104
25 C -0.171 3.553 1.026
26 C 1.051 3.981 0.582
27 C 2.006 3.027 0.188
28 C 1.760 1.669 0.266
29 P 3.106 0.594 -0.358
30 C 2.268 -0.024 -1.868
31 C 2.517 -1.313 -2.342
32 C 2.059 -1.707 -3.590
33 C 1.352 -0.817 -4.391
34 C 1.095 0.462 -3.931
35 C 1.546 0.857 -2.674
36 C 2.988 -0.824 0.755
37 C 4.050 -1.057 1.592
38 C 4.049 -2.109 2.527
39 C 2.950 -3.012 2.557
40 C 1.872 -2.831 1.755
41 C 1.738 -1.636 0.874
42 H -0.334 0.068 3.882
43 H 1.333 0.576 3.556
44 H 0.981 -1.127 3.898
45 H -0.848 -2.367 3.328
46 H -2.573 -4.104 3.165
47 H -3.966 -4.278 1.113
48 H -3.662 -2.649 -0.707
49 H -3.204 1.012 1.063
50 H -5.487 1.761 1.592
51 H -7.318 1.411 -0.045
52 H -6.827 0.318 -2.209
53 H -4.556 -0.442 -2.731
54 H -2.396 0.585 -3.716
55 H -2.542 -0.497 -5.940
56 H -2.167 -2.936 -6.155
57 H -1.594 -4.271 -4.152
58 H -1.493 -3.203 -1.934
59 H -1.383 1.883 1.577
60 H -0.926 4.272 1.320
61 H 1.272 5.039 0.516
62 H 2.968 3.353 -0.189
63 H 3.095 -2.004 -1.735
64 H 2.257 -2.714 -3.941
65 H 1.009 -1.120 -5.372
66 H 0.553 1.171 -4.547
67 H 1.480 1.898 -2.413
68 H 4.925 -0.419 1.507
69 H 4.907 -2.273 3.165
70 H 2.988 -3.870 3.219
71 H 1.052 -3.545 1.767
72 H 1.327 -1.911 -0.107
73 F -1.234 2.735 -2.217

A single C4H3N3O molecule, computed with the ωB97M-V functional and the def2-TZVPD basis.

energy above the lowest of the compared OMol25 structures with the same formula, charge and spin = 2.070 eV
electronic energy = -393.64334 a.u.
orbital gap = 8.94 eV
M = 109.1 g mol⁻¹
SMILES = O=c1nccncn1
HOMO energy = -9.9 eV
largest force on an atom = 6.74 eV/A

CARTESIAN COORDINATES (ANGSTROEM)
1 O -0.731 -0.047 2.639
2 C -0.731 0.051 1.379
3 N -0.308 1.248 0.670
4 C 0.592 1.246 -0.208
5 C 1.125 0.049 -0.621
6 N 0.548 -1.016 -0.832
7 C -0.841 -1.182 -0.636
8 N -1.441 -0.801 0.478
9 H 0.974 2.252 -0.428
10 H 2.239 0.003 -0.996
11 H -1.427 -1.804 -1.445

A molecular structure, C6H5CuN2O5S, computed with the ωB97M-V functional and the def2-TZVPD basis.

energy above the lowest of the compared OMol25 structures with the same formula, charge and spin = 2.135 eV
electronic energy = -2755.62160 a.u.
orbital gap (alpha / beta) = 7.14 / 5.62 eV
spin multiplicity = 2
M = 280.7 g mol⁻¹
total charge = +1
HOMO energy (alpha / beta) = -11.0 / -10.9 eV
largest force on an atom = 5.65 eV/A

CARTESIAN COORDINATES (ANGSTROEM)
1 O -1.863 -2.473 -1.337
2 C -1.178 -1.549 -1.378
3 Cu -0.098 0.094 -1.725
4 O 2.216 -1.528 0.454
5 C 1.295 -0.911 0.094
6 C 1.068 1.627 -1.423
7 O 1.708 2.575 -1.436
8 C -1.436 1.047 -2.712
9 O -1.233 2.131 -3.151
10 C 0.823 -0.611 -3.102
11 O 1.275 -0.960 -4.085
12 H -2.343 0.379 -2.795
13 N 0.243 1.135 3.112
14 C 0.021 0.010 2.442
15 N -0.181 -1.151 3.078
16 S -0.331 0.195 0.735
17 H 0.239 1.225 4.126
18 H 0.370 1.968 2.509
19 H -0.370 -1.978 2.497
20 H -0.223 -1.227 4.097

A gas-phase ion, C3H3N4 (charge +1), computed with the ωB97M-V functional and the def2-TZVPD basis.

energy above the lowest of the compared OMol25 structures with the same formula, charge and spin = 0.000 eV
electronic energy = -334.80671 a.u.
orbital gap (alpha / beta) = 8.72 / 8.71 eV
M = 95.1 g mol⁻¹
SMILES = N#[N+]c1ncc[nH]1
total charge = +1
HOMO energy (alpha / beta) = -15.0 / -15.0 eV
largest force on an atom = 4.00 eV/A

CARTESIAN COORDINATES (ANGSTROEM)
1 N -3.775 -1.399 -1.357
2 N -2.811 -1.084 -0.915
3 C -1.574 -0.774 -0.626
4 N -0.618 -1.695 -0.660
5 C 0.526 -1.123 -0.327
6 C 0.289 0.234 -0.062
7 N -1.040 0.401 -0.196
8 H 1.510 -1.514 -0.267
9 H 0.981 1.091 0.221
10 H -1.591 1.152 0.186

A single C11H13NO molecule, computed with the ωB97M-V functional and the def2-TZVPD basis.

energy above the lowest of the compared OMol25 structures with the same formula, charge and spin = 0.000 eV
electronic energy = -556.78841 a.u.
orbital gap (alpha / beta) = 6.09 / 6.54 eV
spin multiplicity = 3
M = 175.2 g mol⁻¹
HOMO energy (alpha / beta) = -5.2 / -9.1 eV
largest force on an atom = 5.67 eV/A

CARTESIAN COORDINATES (ANGSTROEM)
1 C 3.552 0.434 0.090
2 C 2.579 1.411 0.215
3 C 3.179 -0.881 -0.133
4 C 1.241 1.076 0.122
5 C 1.841 -1.219 -0.228
6 C 0.863 -0.244 -0.098
7 C -1.399 0.437 -0.983
8 C -2.533 0.955 -0.148
9 C -2.700 -0.083 0.961
10 C -1.275 -0.577 1.216
11 C -0.603 -0.601 -0.174
12 N -1.219 0.777 -2.176
13 O -0.729 -1.870 -0.800
14 H 4.597 0.697 0.163
15 H 2.863 2.440 0.382
16 H 3.933 -1.648 -0.232
17 H 0.487 1.845 0.214
18 H 1.543 -2.239 -0.407
19 H -2.238 1.919 0.272
20 H -3.428 1.113 -0.748
21 H -3.156 0.334 1.858
22 H -3.332 -0.904 0.613
23 H -0.743 0.122 1.862
24 H -1.241 -1.565 1.676
25 H -0.416 0.343 -2.628
26 H -1.667 -2.071 -0.890